1:
18
Properties=species:S:1:pos:R:3:nbo_charge:R:1 method="wB97M-V/def2-TZVPD" lumo_ev=1.1 multiplicity=1 homo_lumo_gap_ev=10.516 smiles="C=C[Si@@H](C)CC" charge=0 homo_ev=-9.42
C 2.7581 -0.9987 0.6324 -0.36
C 1.6879 -0.6319 -0.0539 -0.61
Si 0.2590 0.5150 0.5014 1.31
C 0.7224 2.1916 -0.2217 -1.11
C -1.3578 -0.2468 -0.5160 -0.78
C -1.6847 -1.5085 0.2098 -0.62
H 3.5207 -1.5552 -0.0522 0.19
H 2.9817 -0.7289 1.6126 0.19
H 1.5378 -0.9790 -1.0756 0.21
H -0.0116 0.6227 1.8697 -0.20
H 0.2120 2.2545 -1.1735 0.25
H 0.3716 3.0281 0.4894 0.24
H 1.8214 2.2505 -0.1075 0.25
H -2.1472 0.5304 -0.4639 0.22
H -1.0152 -0.4464 -1.5524 0.22
H -1.5795 -1.4128 1.3913 0.19
H -2.6561 -1.9604 0.0218 0.21
H -0.7117 -2.1983 -0.0577 0.20

=====

2:
18
Properties=species:S:1:pos:R:3:nbo_charge:R:1 method="wB97M-V/def2-TZVPD" lumo_ev="-0.2 / 0.7" multiplicity=1 homo_lumo_gap_ev="7.454 / 8.888" charge=0 homo_ev="-7.67 / -8.21"
C -0.8368 -0.4349 -0.0887 0.18
C 0.9617 0.6131 -0.3576 -0.35
C -1.1601 -1.7853 -0.6537 -0.73
C -2.0782 0.4545 0.2189 -0.73
C 0.8465 1.9112 0.2624 -0.75
Si 2.3401 -0.5644 -0.0799 0.84
H -1.7160 -1.6122 -1.5490 0.22
H -1.7813 -2.2911 0.1071 0.22
H -0.2616 -2.3105 -0.8975 0.23
H -2.2561 1.3511 -0.3747 0.23
H -1.9879 0.8062 1.2532 0.22
H -2.9626 -0.1711 0.2069 0.22
H 1.6797 2.5399 -0.1411 0.24
H -0.1378 2.3916 0.3776 0.23
H 1.2069 1.9528 1.3596 0.22
H 1.8995 -1.7784 -0.7600 -0.17
H 2.4697 -1.0230 1.3885 -0.17
H 3.7743 -0.0495 -0.2719 -0.15

=====

Name the most stable of them. 1.

=====

1:
13
Properties=species:S:1:pos:R:3:nbo_charge:R:1 method="wB97M-V/def2-TZVPD" lumo_ev=-0.4 multiplicity=1 homo_lumo_gap_ev=8.479 smiles="CNCC(=S)S" charge=0 homo_ev=-8.85
C 1.8850 -0.1576 -0.1167 -0.41
N 0.4746 0.0735 -0.5623 -0.62
C -0.4707 -0.2895 0.4759 -0.31
C -1.9470 -0.0299 0.1399 -0.27
S -3.0512 -1.1809 -0.2143 0.05
S -2.2716 1.6993 -0.1114 0.07
H 2.0879 -1.1816 0.2157 0.18
H 2.5650 0.1025 -0.9297 0.21
H 2.0718 0.5255 0.6823 0.19
H 0.2971 -0.5631 -1.3491 0.36
H -0.1828 0.2933 1.3809 0.21
H -0.4604 -1.3641 0.7259 0.19
H -0.9976 2.0724 -0.3370 0.15

=====

2:
13
Properties=species:S:1:pos:R:3:nbo_charge:R:1 method="wB97M-V/def2-TZVPD" lumo_ev=0.6 multiplicity=1 homo_lumo_gap_ev=9.288 smiles="CCSNC=S" charge=0 homo_ev=-8.69
C 2.2166 -0.3472 -0.1618 -0.63
C 0.7594 -0.4042 0.2452 -0.54
S 0.0752 1.2237 -0.1994 0.43
N -1.5205 0.9805 0.2837 -0.76
C -2.4344 0.2394 -0.4149 -0.11
S -3.9461 -0.0542 -0.0269 -0.07
H 2.2799 -0.1325 -1.2576 0.22
H 2.6756 0.4192 0.4967 0.21
H 2.7957 -1.2750 0.0588 0.23
H 0.6628 -0.4731 1.3172 0.21
H 0.3433 -1.2759 -0.2029 0.21
H -1.8722 1.2617 1.2194 0.41
H -2.0353 -0.1626 -1.3575 0.19

=====

3:
13
Properties=species:S:1:pos:R:3:nbo_charge:R:1 method="wB97M-V/def2-TZVPD" lumo_ev="-0.1 / -0.1" multiplicity=1 homo_lumo_gap_ev="7.107 / 7.106" charge=0 homo_ev="-7.19 / -7.19"
C -0.4981 -0.3066 -0.0001 0.59
C -0.3952 -1.3477 0.9729 -0.77
C -1.1644 1.3809 -1.6349 -0.43
N -1.2341 0.3355 -0.6900 -0.38
S 2.8314 -0.6992 1.3301 -0.14
S 2.2101 0.3212 -0.2707 -0.46
H -1.1398 -1.2221 1.7598 0.26
H 0.6085 -1.3375 1.4320 0.29
H -0.5245 -2.3161 0.4892 0.26
H -0.4455 2.1434 -1.3277 0.23
H -2.1660 1.8069 -1.7250 0.22
H -0.8577 0.9761 -2.6022 0.23
H 2.7752 0.2652 2.2666 0.11

=====

Name the most stable of them. 2.

=====

1:
57
Properties=species:S:1:pos:R:3:nbo_charge:R:1 method="wB97M-V/def2-TZVPD" lumo_ev=0.6 multiplicity=1 homo_lumo_gap_ev=9.461 smiles="O=C(C[C@@H]1C(=O)NCCN1Cc1ccc(F)cc1)NC1CCCCCCC1" charge=0 homo_ev=-8.84
O -0.3254 -0.9041 -1.6497 -0.65
C 0.0530 0.1524 -1.1831 0.69
C 1.5039 0.6123 -1.2886 -0.49
C 2.1044 1.0128 0.0864 -0.15
C 2.1091 2.5328 0.1136 0.69
O 1.0759 3.1559 0.3011 -0.65
N 3.2721 3.1403 -0.1577 -0.61
C 4.5020 2.4044 -0.3188 -0.22
C 4.4710 1.2290 0.6489 -0.22
N 3.3896 0.3467 0.2739 -0.44
C 3.2952 -0.8010 1.1690 -0.23
C 2.2456 -1.7790 0.7141 -0.07
C 2.4458 -2.5295 -0.4385 -0.18
C 1.4820 -3.4111 -0.8868 -0.26
C 0.3097 -3.5381 -0.1645 0.42
F -0.6266 -4.4128 -0.5788 -0.32
C 0.0848 -2.8133 0.9893 -0.27
C 1.0599 -1.9314 1.4196 -0.20
N -0.7439 1.0221 -0.5431 -0.64
C -2.1393 0.7414 -0.2522 -0.06
C -3.0107 1.9083 -0.7381 -0.41
C -4.2746 1.4828 -1.4902 -0.39
C -5.0869 0.3517 -0.8632 -0.40
C -5.7239 0.6450 0.4940 -0.39
C -4.7727 0.8694 1.6752 -0.40
C -3.5887 -0.1030 1.7515 -0.41
C -2.2574 0.4641 1.2535 -0.38
H 2.0885 -0.2073 -1.7029 0.25
H 1.5493 1.4526 -1.9858 0.23
H 1.4049 0.6999 0.8746 0.23
H 3.2714 4.1480 -0.2122 0.41
H 5.3468 3.0603 -0.1036 0.21
H 4.5934 2.0269 -1.3442 0.20
H 5.4070 0.6678 0.5885 0.21
H 4.3644 1.6157 1.6802 0.17
H 3.0788 -0.4807 2.2043 0.17
H 4.2750 -1.2889 1.1644 0.21
H 3.3670 -2.4133 -0.9900 0.22
H 1.6214 -3.9896 -1.7858 0.23
H -0.8407 -2.9365 1.5296 0.23
H 0.8946 -1.3606 2.3235 0.21
H -0.3523 1.8841 -0.1755 0.43
H -2.3662 -0.1686 -0.8158 0.23
H -2.4125 2.5158 -1.4223 0.22
H -3.2670 2.5495 0.1039 0.20
H -4.9152 2.3599 -1.6118 0.20
H -3.9800 1.1511 -2.4893 0.20
H -5.8995 0.1145 -1.5561 0.21
H -4.4683 -0.5420 -0.7914 0.20
H -6.3659 -0.2071 0.7349 0.20
H -6.3712 1.5209 0.4026 0.20
H -4.3986 1.8923 1.6681 0.19
H -5.3710 0.7682 2.5848 0.21
H -3.4373 -0.3819 2.7977 0.21
H -3.8222 -1.0206 1.2109 0.20
H -1.4741 -0.2572 1.5035 0.21
H -2.0373 1.3900 1.7931 0.19

=====

2:
57
Properties=species:S:1:pos:R:3:nbo_charge:R:1 method="wB97M-V/def2-TZVPD" lumo_ev=0.7 multiplicity=1 homo_lumo_gap_ev=8.164 smiles="O=C(C1CCOCC1)N1CCC[C@H](N2CCN(c3ccc(F)cc3)CC2)C1" charge=0 homo_ev=-7.51
O -1.6973 -2.0132 -0.1225 -0.63
C -2.4058 -1.0761 -0.4377 0.70
C -3.9269 -1.1786 -0.3587 -0.31
C -4.4248 -0.6033 0.9740 -0.42
C -5.9322 -0.8361 1.0992 -0.06
O -6.2671 -2.1982 1.0164 -0.52
C -5.8578 -2.7640 -0.2085 -0.06
C -4.3500 -2.6493 -0.4230 -0.42
N -1.8706 0.0896 -0.8800 -0.45
C -2.5460 1.3328 -1.1672 -0.21
C -2.1236 2.4113 -0.1647 -0.41
C -0.6081 2.5840 -0.1778 -0.42
C 0.0595 1.2240 0.1038 -0.03
N 1.5042 1.2295 0.1859 -0.45
C 2.2273 1.5379 -1.0363 -0.23
C 3.7014 1.8088 -0.6918 -0.21
N 4.1443 1.0016 0.4138 -0.43
C 4.7057 -0.2452 0.2331 0.18
C 4.7805 -0.8694 -1.0176 -0.27
C 5.4046 -2.0918 -1.1715 -0.24
C 5.9581 -2.7139 -0.0699 0.35
F 6.5676 -3.9155 -0.2189 -0.33
C 5.9067 -2.1283 1.1809 -0.26
C 5.2916 -0.9020 1.3251 -0.24
C 3.4358 1.3091 1.6419 -0.21
C 2.0573 1.9190 1.3312 -0.23
C -0.4277 0.2155 -0.9450 -0.23
H -4.3926 -0.6453 -1.1938 0.21
H -3.9148 -1.1189 1.7898 0.22
H -4.2168 0.4648 1.0518 0.20
H -6.4566 -0.2725 0.3083 0.15
H -6.2963 -0.4980 2.0720 0.19
H -6.3891 -2.2696 -1.0395 0.15
H -6.1654 -3.8105 -0.1677 0.20
H -3.8216 -3.2011 0.3548 0.23
H -4.0801 -3.0790 -1.3882 0.22
H -3.6260 1.2074 -1.1424 0.21
H -2.2612 1.6523 -2.1786 0.19
H -2.6162 3.3521 -0.4172 0.21
H -2.4444 2.1165 0.8369 0.20
H -0.3083 3.3135 0.5769 0.21
H -0.2950 2.9558 -1.1558 0.19
H -0.2964 0.8677 1.0793 0.20
H 2.1534 0.6691 -1.6960 0.20
H 1.8221 2.4155 -1.5673 0.17
H 3.8246 2.8568 -0.3955 0.19
H 4.3385 1.6416 -1.5594 0.22
H 4.3368 -0.4134 -1.8874 0.21
H 5.4534 -2.5691 -2.1377 0.23
H 6.3544 -2.6269 2.0261 0.23
H 5.2851 -0.4366 2.2978 0.21
H 4.0182 2.0093 2.2570 0.18
H 3.2870 0.3862 2.2043 0.21
H 1.4029 1.7635 2.1903 0.21
H 2.1445 3.0071 1.1701 0.16
H 0.0083 -0.7650 -0.7514 0.26
H -0.1549 0.5485 -1.9515 0.18

=====

3:
57
Properties=species:S:1:pos:R:3:nbo_charge:R:1 method="wB97M-V/def2-TZVPD" lumo_ev=0.7 multiplicity=1 homo_lumo_gap_ev=9.422 smiles="O=C(C[C@@H]1C(=O)NCCN1Cc1ccc(F)cc1)NC1CCCCCCC1" charge=0 homo_ev=-8.72
O -0.7892 0.6084 0.7505 -0.65
C -0.8465 -0.5411 1.1422 0.68
C -1.7054 -1.6022 0.4675 -0.48
C -0.9111 -2.2555 -0.6895 -0.13
C 0.3764 -2.7882 -0.0652 0.69
O 0.3349 -3.6249 0.8213 -0.66
N 1.5405 -2.2829 -0.4973 -0.61
C 1.6538 -1.2636 -1.5114 -0.22
C 0.5064 -1.4546 -2.4906 -0.22
N -0.7266 -1.2978 -1.7591 -0.45
C -1.8725 -1.1521 -2.6361 -0.23
C -1.8779 0.2227 -3.2528 -0.07
C -1.5780 1.3241 -2.4569 -0.14
C -1.5815 2.5971 -2.9953 -0.29
C -1.8924 2.7550 -4.3341 0.39
F -1.8969 3.9978 -4.8683 -0.33
C -2.1956 1.6786 -5.1456 -0.29
C -2.1827 0.4090 -4.5937 -0.19
N -0.1609 -0.9936 2.2092 -0.62
C 0.7870 -0.1744 2.9471 -0.06
C 2.2052 -0.6412 2.5851 -0.40
C 3.3372 -0.1676 3.4930 -0.39
C 3.6223 1.3326 3.4777 -0.40
C 2.5170 2.2472 4.0152 -0.41
C 1.8681 1.7772 5.3236 -0.41
C 0.4969 1.1176 5.1565 -0.38
C 0.4614 -0.2378 4.4471 -0.41
H -1.9903 -2.3754 1.1801 0.23
H -2.5982 -1.1205 0.0711 0.23
H -1.4722 -3.1471 -1.0301 0.21
H 2.3721 -2.6020 -0.0213 0.41
H 2.6197 -1.3596 -2.0115 0.21
H 1.5742 -0.2652 -1.0645 0.21
H 0.5431 -0.6866 -3.2654 0.22
H 0.5900 -2.4478 -2.9717 0.17
H -2.7842 -1.2702 -2.0449 0.21
H -1.8853 -1.9259 -3.4243 0.18
H -1.3338 1.1730 -1.4159 0.25
H -1.3504 3.4606 -2.3921 0.23
H -2.4323 1.8378 -6.1858 0.23
H -2.4153 -0.4428 -5.2169 0.21
H -0.1654 -1.9831 2.4113 0.41
H 0.6148 0.8384 2.5759 0.23
H 2.4133 -0.3274 1.5592 0.20
H 2.2015 -1.7362 2.6033 0.20
H 3.1488 -0.4923 4.5155 0.19
H 4.2491 -0.6763 3.1662 0.21
H 4.5212 1.4935 4.0798 0.20
H 3.8574 1.6409 2.4561 0.20
H 1.7459 2.3878 3.2594 0.20
H 2.9715 3.2278 4.1780 0.21
H 2.5424 1.1040 5.8552 0.19
H 1.7200 2.6463 5.9691 0.21
H 0.0729 0.9780 6.1549 0.21
H -0.1594 1.8065 4.6194 0.20
H -0.5568 -0.6235 4.5454 0.22
H 1.1207 -0.9456 4.9507 0.20

=====

Name the most stable of them. 3.

=====

1:
14
Properties=species:S:1:pos:R:3:nbo_charge:R:1 method="wB97M-V/def2-TZVPD" lumo_ev=0.4 multiplicity=1 homo_lumo_gap_ev=9.240 charge=0 homo_ev=-8.89
C 2.1471 -0.4221 0.1490 -0.67
C 0.8068 -0.9377 0.0224 -0.26
C -0.2961 -0.2342 -0.2771 0.26
C -0.6044 1.1919 -0.0622 -0.15
O -2.0353 1.2684 0.0068 -0.47
C -2.5608 0.0302 -0.1843 0.50
S -4.0974 -0.6180 0.1171 -0.11
O -1.4954 -0.7754 -0.4042 -0.46
H 3.0893 -0.9656 0.6355 0.24
H 2.6817 -0.3732 -0.8903 0.23
H 2.1175 0.5629 0.6936 0.21
H 0.6665 -1.9806 0.1777 0.23
H -0.2868 1.4755 0.9804 0.22
H -0.1327 1.7779 -0.9645 0.22

=====

2:
14
Properties=species:S:1:pos:R:3:nbo_charge:R:1 method="wB97M-V/def2-TZVPD" lumo_ev=0.7 multiplicity=1 homo_lumo_gap_ev=9.848 smiles="O=CS[C@@H]1CC=CO1" charge=0 homo_ev=-9.13
O 0.3625 -1.4140 -2.5689 -0.52
C 0.1421 -0.8384 -1.5291 0.25
S 1.4518 -0.4591 -0.3829 0.21
C 0.5018 0.3644 0.9371 -0.04
C -0.6424 -0.4669 1.5693 -0.47
C -1.8597 0.3802 1.2409 -0.32
C -1.4411 1.4816 0.6317 0.13
O -0.0893 1.5729 0.4427 -0.50
H -0.8612 -0.4774 -1.1785 0.14
H 1.2987 0.6356 1.6639 0.22
H -0.6986 -1.4887 1.1653 0.23
H -0.4886 -0.5739 2.6314 0.23
H -2.8973 0.1280 1.4800 0.24
H -1.9726 2.3263 0.2741 0.21

=====

Name the most stable of them. 2.

=====

1:
11
Properties=species:S:1:pos:R:3:nbo_charge:R:1 method="wB97M-V/def2-TZVPD" lumo_ev=0.8 multiplicity=1 homo_lumo_gap_ev=9.494 charge=0 homo_ev=-8.66
H -1.5323 1.6423 -0.2617 0.33
N -0.6245 1.1754 -0.1735 -0.75
C -0.7585 -0.0663 -0.0449 0.29
N -1.8930 -0.8006 0.0850 -0.82
S 0.6954 -1.0286 -0.1964 0.21
C 1.9813 0.1467 0.0856 -0.74
H -2.8159 -0.3689 -0.0382 0.39
H -1.8671 -1.7583 0.1061 0.39
H 2.6916 -0.1582 -0.5827 0.22
H 2.3782 0.0667 1.1202 0.22
H 1.7449 1.1497 -0.0995 0.26

=====

2:
11
Properties=species:S:1:pos:R:3:nbo_charge:R:1 method="wB97M-V/def2-TZVPD" lumo_ev=0.9 multiplicity=1 homo_lumo_gap_ev=9.223 charge=0 homo_ev=-8.36
C 1.2051 1.4667 1.0516 -0.71
S 0.8502 0.3771 -0.3917 0.15
C -0.4758 -0.6636 0.3177 -0.14
N -1.1838 -1.4688 -0.3789 -0.25
N -0.9394 -1.4731 -1.7505 -0.69
H 1.3782 0.7836 1.8455 0.22
H 2.1239 2.0465 0.8526 0.24
H 0.3829 2.0793 1.3097 0.22
H -0.9062 -0.5700 1.3303 0.21
H -1.7987 -2.0061 -2.0351 0.39
H -0.6364 -0.5715 -2.1512 0.37

=====

Name the most stable of them. 1.